44
Properties=species:S:1:pos:R:3:forces:R:3 method="wB97M-V/def2-TZVPD" orbital_gap_ha="0.204 / 0.232" homo_ev="-14.4978 / -14.6420" charge=+2 e_lumo_ev="-8.938 / -8.326" e_above_lowest_kj_mol=0.0 multiplicity=2 e_tot_ev=-159232.202
V 0.2266 1.1550 0.5674 0.28 0.05 -0.11
C 3.6195 0.8262 3.0943 0.01 0.00 0.01
C 2.2659 1.2807 2.6828 -0.01 -0.03 -0.04
O 1.8608 0.8827 1.5412 0.03 0.00 0.07
C 1.4527 2.1214 3.5084 0.00 -0.02 -0.02
C 1.8895 2.5205 4.7884 0.01 0.00 0.00
C 1.1130 3.3396 5.5710 -0.02 0.01 -0.01
C -0.1183 3.7934 5.0900 0.03 -0.01 0.02
C -0.5749 3.4314 3.8349 -0.04 0.00 -0.06
C 0.2048 2.5982 3.0531 -0.06 0.03 0.07
O -0.2456 2.2710 1.8164 0.00 0.01 0.10
H 4.0571 0.2044 2.3196 -0.01 0.00 -0.01
H 3.5589 0.2606 4.0262 0.00 0.00 0.00
H 4.2628 1.6887 3.2790 0.00 0.00 0.00
H 2.8450 2.1764 5.1583 0.00 0.00 0.00
H 1.4544 3.6366 6.5521 0.00 0.00 0.00
H -0.7261 4.4443 5.7045 0.00 0.00 0.00
H -1.5195 3.7884 3.4483 0.00 0.01 0.01
Cl 0.5568 0.2799 -6.5141 0.01 0.00 -0.03
C 0.2160 0.6377 -4.8807 -0.04 0.02 0.07
C 1.1230 0.2380 -3.8977 0.04 -0.02 0.00
C 0.8050 0.5396 -2.5985 0.04 -0.03 -0.02
Cl 1.8348 0.1343 -1.2514 -0.09 0.03 0.03
C -0.3544 1.2220 -2.2460 -0.14 0.00 0.03
O -0.5689 1.4827 -0.9427 -0.01 -0.08 -0.07
C -1.2489 1.6166 -3.2433 -0.03 0.05 0.03
Cl -2.6780 2.4496 -2.8117 0.02 -0.01 -0.01
C -0.9578 1.3177 -4.5606 0.04 -0.02 -0.03
H 2.0317 -0.2852 -4.1584 0.00 0.00 0.00
H -1.6418 1.6139 -5.3434 0.00 0.00 0.00
O -0.4821 -1.5877 0.3568 0.03 -0.01 0.00
N -0.6070 -0.6572 1.0836 -0.04 0.02 -0.14
Se -1.5891 -0.7515 2.6718 -0.06 0.01 0.12
C -2.1271 -2.5571 2.5991 0.02 0.01 -0.02
C -1.3105 -3.5296 3.1715 -0.01 -0.02 0.00
C -1.7259 -4.8495 3.1279 0.01 0.01 0.00
C -2.9348 -5.1768 2.5256 0.00 -0.01 0.00
C -3.7410 -4.1953 1.9622 -0.01 0.00 0.00
C -3.3432 -2.8694 1.9954 0.02 -0.01 0.00
H -0.3767 -3.2623 3.6483 0.00 0.00 0.00
H -1.1098 -5.6208 3.5689 -0.01 -0.01 0.00
H -3.2558 -6.2095 2.5008 0.00 0.00 0.00
H -4.6829 -4.4626 1.5037 0.00 0.00 0.00
H -3.9674 -2.0955 1.5687 0.00 0.00 0.00

49
Properties=species:S:1:pos:R:3:forces:R:3 method="wB97M-V/def2-TZVPD" orbital_gap_ha="0.315 / 0.312" homo_ev="-8.8308 / -8.7745" e_lumo_ev="-0.259 / -0.271" e_above_lowest_kj_mol=16.8 multiplicity=2 e_tot_ev=-83915.374
Co 0.1954 -0.4646 -1.6697 0.11 0.12 -0.05
O -4.2180 -0.0546 0.4451 0.11 -0.06 0.04
C -3.1752 0.0927 -0.4031 0.00 0.16 0.00
O -2.5529 1.1104 -0.4929 -0.24 -0.12 -0.15
C -2.9596 -1.1346 -1.2402 -0.01 0.05 0.17
C -3.9873 -2.0541 -1.3683 -0.04 0.00 -0.07
C -3.8313 -3.1309 -2.2303 0.05 0.06 0.01
C -2.6506 -3.2359 -2.9331 0.00 -0.01 0.06
C -1.6588 -2.2856 -2.7268 0.03 -0.11 -0.07
N -1.7902 -1.2575 -1.8839 0.23 0.17 -0.08
C -0.3562 -2.3905 -3.5155 -0.01 0.03 0.03
O -0.2291 -3.3079 -4.3047 -0.02 0.03 0.00
O 0.4760 -1.4508 -3.2628 -0.04 -0.11 -0.01
H -4.2995 0.7877 0.9169 -0.01 -0.01 0.00
H -4.9013 -1.9041 -0.8156 0.00 0.00 0.02
H -4.6254 -3.8548 -2.3552 0.00 -0.01 0.01
H -2.4405 -4.0275 -3.6376 -0.01 0.00 -0.01
N 2.4017 -2.8308 0.8854 0.02 -0.01 0.01
C 1.2813 -3.5325 1.2703 0.00 0.02 0.00
C 0.2705 -3.0741 0.4814 0.02 0.02 0.01
N 0.7488 -2.1112 -0.3641 0.00 -0.14 0.00
C 2.0253 -1.9846 -0.0941 -0.05 -0.01 0.02
C 2.7861 -0.9641 -0.7857 0.02 0.01 -0.03
N 2.1641 -0.1582 -1.6152 -0.05 -0.04 0.00
C 3.0970 0.7131 -2.1049 0.00 0.01 0.00
C 4.3075 0.4228 -1.5566 -0.01 0.00 0.00
N 4.0955 -0.6528 -0.7218 0.01 0.00 0.02
H 3.3014 -2.8820 1.3285 -0.01 0.00 0.00
H 1.3110 -4.2726 2.0488 0.00 0.00 0.00
H -0.7633 -3.3750 0.4754 0.00 0.00 -0.01
H 2.8412 1.4822 -2.8115 0.00 0.00 0.00
H 5.2776 0.8672 -1.6815 0.00 0.00 0.00
H 4.7911 -1.0908 -0.1455 0.00 0.00 -0.01
O 1.2715 0.2482 1.3688 0.05 0.04 -0.03
C 0.5737 1.0689 0.7717 -0.05 -0.11 0.08
O 0.0772 0.9590 -0.4005 -0.21 -0.10 0.04
C 0.2151 2.3648 1.4682 0.06 0.05 -0.02
C -0.6820 3.2642 0.9041 0.00 0.01 -0.06
C -0.9989 4.4472 1.5593 0.00 -0.01 0.01
C -0.4200 4.7452 2.7818 0.00 0.01 0.00
C 0.4708 3.8339 3.3238 0.01 0.01 -0.03
C 0.7972 2.6486 2.6950 0.00 -0.01 0.01
N 1.0936 4.1435 4.6231 -0.08 -0.05 0.04
O 0.7875 5.1893 5.1615 0.02 0.05 0.01
O 1.8673 3.3321 5.0890 0.05 0.00 0.00
H -1.1305 3.0132 -0.0474 0.03 0.02 0.04
H -1.6999 5.1419 1.1161 0.00 0.00 0.00
H -0.6428 5.6574 3.3147 0.00 0.00 0.00
H 1.4878 1.9482 3.1394 0.00 0.00 0.00

50
Properties=species:S:1:pos:R:3:forces:R:3 method="wB97M-V/def2-TZVPD" orbital_gap_ha=0.186 homo_ev=-4.2889 charge=-1 e_lumo_ev=0.765 e_above_lowest_kj_mol=306.9 multiplicity=1 e_tot_ev=-321357.424
Ta -0.1047 -0.8135 1.2059 4.82 0.74 0.19
O -3.6921 -2.0098 0.3546 0.09 -0.53 -0.23
C -2.6885 -1.8829 1.0013 -0.13 0.25 0.74
O -1.4578 -2.2788 0.7270 -0.40 0.61 -0.04
C -2.6941 -1.1293 2.3283 -0.40 -0.40 -0.98
C -3.3721 -1.6244 3.4086 -0.09 0.53 0.39
C -3.1831 -0.9587 4.6186 0.06 0.04 -0.09
C -2.3066 0.1164 4.6778 -0.09 0.11 -0.11
C -1.6107 0.4850 3.5389 -0.01 0.39 -0.03
N -1.8462 -0.0794 2.3471 -0.42 -1.80 0.73
C -0.3599 1.3423 3.5187 -0.08 -0.35 0.01
O -0.2936 2.3775 4.1516 0.12 -0.03 0.07
O 0.5135 0.7393 2.8053 -0.15 0.12 -0.22
H -3.9869 -2.5045 3.2939 -0.04 0.03 0.06
H -3.6742 -1.3055 5.5187 0.00 -0.01 0.00
H -2.0868 0.6299 5.6026 0.02 0.00 0.00
I 1.9912 4.5689 -4.2437 0.01 0.02 -0.03
C 1.4835 3.3606 -2.6198 -0.01 -0.03 0.03
C 0.4132 3.7126 -1.8176 -0.03 0.00 0.03
C 0.0630 2.8883 -0.7556 0.05 0.24 -0.26
I -1.5507 3.4002 0.4484 -0.03 -0.01 0.07
C 0.7797 1.7258 -0.4965 -0.20 -0.48 -0.06
O 0.4016 0.9099 0.4712 0.04 0.27 -0.03
C 1.8771 1.3820 -1.3014 0.02 0.16 -0.10
C 2.7023 0.1640 -0.9804 0.08 0.08 0.07
N 1.9433 -1.0859 -0.9643 0.01 -0.09 0.21
C 1.3608 -1.4477 -2.2346 -0.09 0.00 -0.02
C 0.0111 -0.8068 -2.3256 -0.06 -0.21 -0.12
C -0.5237 -0.3426 -3.5257 0.10 -0.08 0.06
C -1.7403 0.3015 -3.5256 -0.17 0.07 0.09
C -2.3918 0.5117 -2.3123 0.03 0.03 -0.11
C -1.7951 0.0171 -1.1798 0.11 -0.03 0.03
N -0.6479 -0.6720 -1.1799 -0.60 0.40 0.16
C 2.2153 2.2091 -2.3611 -0.01 -0.01 0.04
H -0.1548 4.6117 -2.0105 0.01 0.00 -0.01
H 3.1277 0.2891 0.0193 0.02 -0.01 -0.02
H 3.5394 0.1130 -1.6880 -0.02 -0.08 -0.02
H 2.5917 -1.8391 -0.7241 0.03 -0.03 -0.03
H 1.2665 -2.5357 -2.2620 0.00 -0.03 -0.02
H 1.9757 -1.1611 -3.0950 0.03 0.02 -0.02
H 0.0480 -0.4691 -4.4354 -0.01 0.00 0.00
H -2.1632 0.6735 -4.4498 -0.01 0.01 0.00
H -3.3132 1.0698 -2.2344 0.00 0.01 -0.04
H -2.1713 0.2505 -0.1891 -0.49 0.02 -0.20
H 3.0584 1.9425 -2.9864 0.00 0.01 0.00
Se 6.0894 -4.5634 1.7663 -0.01 0.11 -0.08
Sb 5.2656 -2.7646 0.4388 0.01 -0.30 -0.24
Se 2.2465 -1.7270 1.9005 -0.97 0.43 -0.64
Se 0.5828 -2.1882 3.3807 -1.26 -0.36 0.51
Se 4.2618 -3.6021 -1.6255 0.11 0.17 0.25

38
Properties=species:S:1:pos:R:3:forces:R:3 method="wB97M-V/def2-TZVPD" orbital_gap_ha=0.286 homo_ev=-7.9841 e_lumo_ev=-0.210 smiles="O=C(N/N=C/c1cccc2ccccc12)c1cc2ccccc2o1" e_above_lowest_kj_mol=7.8 multiplicity=1 e_tot_ev=-28041.748
O -2.6818 -3.9190 -0.0073 -0.07 0.26 0.00
C -2.1524 -2.8223 -0.0069 0.30 -0.26 0.00
N -0.7860 -2.7289 -0.0071 0.48 -1.12 0.00
N -0.1070 -1.5828 -0.0065 0.58 0.62 0.00
C 1.1674 -1.5925 -0.0043 -0.52 -1.02 0.00
C 1.9020 -0.3460 -0.0052 0.07 1.01 0.00
C 1.1815 0.8362 -0.0128 0.19 -0.51 0.00
C 1.8166 2.0771 -0.0158 0.32 0.21 0.00
C 3.1838 2.1472 -0.0114 -0.22 0.05 0.00
C 3.9639 0.9735 -0.0029 -0.15 -0.16 0.00
C 5.3733 1.0481 0.0022 0.23 -0.12 0.00
C 6.1385 -0.0826 0.0110 0.03 0.33 0.00
C 5.5191 -1.3396 0.0151 -0.25 -0.22 0.00
C 4.1551 -1.4443 0.0101 0.22 -0.26 0.00
C 3.3293 -0.3006 0.0006 -0.11 0.34 0.00
H 3.7141 -2.4286 0.0138 -0.01 -0.08 0.00
H 6.1285 -2.2315 0.0225 0.01 -0.08 0.00
H 7.2165 -0.0180 0.0149 0.08 0.04 0.00
H 5.8355 2.0250 -0.0008 0.05 0.08 0.00
H 3.6880 3.1030 -0.0140 0.04 0.09 0.00
H 1.2239 2.9801 -0.0221 -0.03 0.08 0.00
H 0.1052 0.7691 -0.0169 -0.11 0.02 0.00
H 1.7156 -2.5399 -0.0026 -0.08 0.03 0.00
H -0.2887 -3.6266 -0.0069 -0.26 0.29 0.00
C -2.9276 -1.5789 -0.0048 -1.36 -0.01 0.01
C -4.2933 -1.4820 0.0057 0.88 -0.31 -0.01
C -4.5929 -0.0933 0.0063 0.58 0.50 -0.01
C -5.7625 0.6687 0.0155 0.11 -0.04 0.00
C -5.6431 2.0394 0.0131 -0.18 0.03 0.00
C -4.3917 2.6639 0.0015 0.09 -0.02 0.00
C -3.2202 1.9361 -0.0078 0.27 -0.16 0.00
C -3.3365 0.5532 -0.0050 -1.19 0.02 0.01
O -2.3400 -0.3526 -0.0116 0.17 0.41 0.00
H -2.2525 2.4114 -0.0166 0.11 0.09 0.00
H -4.3447 3.7424 0.0000 0.03 0.08 0.00
H -6.5314 2.6532 0.0204 -0.08 0.04 0.00
H -6.7284 0.1880 0.0244 -0.12 -0.02 0.00
H -4.9769 -2.3058 0.0124 -0.07 -0.24 0.00

45
Properties=species:S:1:pos:R:3:forces:R:3 method="wB97M-V/def2-TZVPD" orbital_gap_ha="0.217 / 0.192" homo_ev="-14.4958 / -14.3268" charge=+2 e_lumo_ev="-8.601 / -9.098" multiplicity=3 e_tot_ev=-58589.808
W -5.4180 8.7633 9.6798 1.41 -0.23 -2.05
O -4.6621 14.8577 10.9714 1.91 -0.40 1.47
C -3.6249 14.3265 11.6133 -1.84 2.34 -0.89
C -3.0061 14.9553 12.7528 -0.69 0.57 0.61
C -2.0655 14.2938 13.5071 -0.67 0.12 -0.81
C -1.5849 13.0518 13.0171 0.96 0.56 1.98
C -2.0850 12.4953 11.8986 -1.74 -0.90 -3.01
C -3.1415 13.1131 11.1713 0.92 -2.72 0.16
C -3.9705 12.3713 10.1284 0.13 0.59 -0.54
O -4.8506 13.0293 9.4602 0.29 -0.86 0.60
N -3.5256 11.1527 10.0928 0.41 -0.23 0.27
N -3.8220 9.9085 9.6860 3.34 0.87 -0.21
C -2.6519 9.1699 9.8075 -2.60 -0.08 1.37
C -2.8667 7.7573 9.8112 -0.66 -3.12 -0.31
C -2.2177 6.6105 10.4250 0.25 0.60 -1.17
C -2.3632 5.3550 9.8006 -1.44 1.13 -0.47
C -3.3372 5.1532 8.7712 0.39 0.83 0.13
C -4.1324 6.2183 8.3844 -0.43 -0.56 0.88
N -4.0091 7.4162 9.0468 0.81 0.18 -1.38
H -4.9260 14.0996 10.0713 0.49 -0.32 0.26
H -3.4492 15.9216 13.0079 0.38 -0.27 0.21
H -1.7315 14.6578 14.4650 0.16 0.30 -0.08
H -0.8293 12.4861 13.5774 -0.29 0.44 -0.16
H -1.7334 11.5114 11.5501 -0.19 0.76 0.29
H -1.8230 9.7192 10.2082 0.45 -0.26 0.06
H -1.6079 6.6896 11.3281 0.18 0.27 -0.62
H -1.7498 4.5202 10.0772 0.09 -0.22 0.50
H -3.5364 4.1858 8.3256 0.44 0.07 -0.05
H -4.9487 6.0933 7.6162 0.85 0.39 1.17
O -8.9196 7.7305 11.6558 -0.11 0.59 0.83
S -7.9165 8.6418 12.0982 1.40 -0.93 0.89
O -6.9936 8.3401 13.1930 -1.78 0.69 -1.66
N -6.9887 8.7936 10.6930 -1.23 0.70 -1.05
C -7.0603 10.0691 10.0668 -0.22 -1.67 -1.33
S -6.6660 10.0069 8.2344 -0.38 -0.34 2.35
C -7.7072 11.0177 10.8868 -0.84 1.57 0.74
C -7.7540 12.4243 10.8105 -0.26 -1.40 0.60
C -8.4404 13.0819 11.8311 -0.03 0.95 -0.76
C -8.9697 12.4179 12.9206 -0.53 0.16 0.77
C -8.7279 11.0451 13.0878 -1.44 0.47 1.03
C -8.3081 10.3711 11.9952 1.34 -0.29 0.47
H -7.2686 12.9609 10.0172 0.02 0.05 -0.25
H -8.5469 14.1671 11.7039 -0.13 -0.49 0.35
H -9.6370 12.9271 13.6473 0.95 -0.18 -0.43
H -8.9692 10.5402 14.0411 -0.06 0.27 -0.75

43
Properties=species:S:1:pos:R:3:forces:R:3 method="wB97M-V/def2-TZVPD" orbital_gap_ha=0.253 homo_ev=-17.6023 charge=+3 e_lumo_ev=-10.729 e_above_lowest_kj_mol=52.5 multiplicity=1 e_tot_ev=-113150.214
Al -0.2118 0.0446 -0.0976 0.18 0.59 0.29
N 3.7822 -0.9399 -0.6237 0.03 0.00 0.02
C 2.7198 -0.3577 -0.1527 -0.04 -0.02 -0.07
N 1.5027 -0.5192 -0.6883 0.12 0.03 -0.08
C 1.3514 -1.3585 -1.8318 -0.03 0.04 0.13
N 0.1876 -1.4704 -2.4043 0.03 -0.08 -0.06
N -0.7160 -0.6736 -1.7559 0.09 -0.03 -0.01
C -1.7714 -0.1914 -2.2910 0.00 -0.01 -0.01
C -2.3998 0.8746 -1.4966 -0.02 0.02 0.06
C -3.5740 1.4816 -1.8606 -0.03 0.00 -0.01
C -4.0513 2.5487 -1.0931 -0.01 0.00 -0.03
C -3.3227 2.9675 0.0024 0.02 0.02 0.05
C -2.1428 2.3131 0.3231 0.05 -0.05 -0.04
N -1.6768 1.2833 -0.3987 -0.13 -0.12 -0.09
C 2.5100 -2.0576 -2.3260 0.02 -0.02 -0.05
C 2.4393 -2.9415 -3.4076 0.02 0.00 -0.01
C 3.5890 -3.5616 -3.8525 -0.02 -0.01 -0.01
C 4.8161 -3.3086 -3.2365 0.02 0.00 0.01
C 4.9079 -2.4386 -2.1626 0.01 -0.01 -0.01
C 3.7504 -1.8249 -1.7199 -0.02 0.00 0.00
H 4.6752 -0.7565 -0.1771 0.00 -0.01 -0.01
H 2.8336 0.2865 0.7110 -0.01 -0.02 -0.01
H -2.1147 -0.4728 -3.2821 0.01 0.00 -0.01
H -4.1125 1.1375 -2.7341 0.01 0.00 0.00
H -4.9734 3.0445 -1.3687 0.00 0.00 0.01
H -3.6450 3.8022 0.6089 0.00 0.00 0.00
H -1.5355 2.6307 1.1561 0.01 0.02 0.09
H 1.4866 -3.1271 -3.8831 0.00 0.00 0.00
H 3.5408 -4.2473 -4.6870 0.00 0.00 0.00
H 5.7095 -3.7986 -3.5998 0.00 0.00 0.00
H 5.8599 -2.2459 -1.6836 0.00 0.00 0.00
Br 0.8937 1.9843 2.3958 0.05 0.10 -0.24
C -0.5792 1.5129 3.4995 -0.07 -0.14 -0.11
C -1.0799 2.4428 4.3921 -0.02 0.04 0.03
C -2.2028 2.1195 5.1484 -0.02 -0.08 -0.02
C -2.8353 0.8911 4.9989 0.07 0.20 0.05
C -2.3378 -0.0443 4.1040 0.11 -0.23 -0.13
C -1.2025 0.2751 3.3732 -0.17 0.34 0.17
I -0.3562 -1.1982 2.1621 -0.25 -0.62 0.07
H -0.6001 3.4058 4.5060 0.00 0.00 -0.01
H -2.5845 2.8431 5.8563 0.00 -0.01 0.01
H -3.7120 0.6541 5.5856 0.00 -0.02 0.00
H -2.8178 -1.0093 3.9915 0.02 0.05 0.04